# 1
Below is a structure of composition As2F12Rb, with properties calculated with ωB97M-V with the def2-TZVPD basis set.

Output
total energy	-5694.4632	Eh
highest occupied orbital energy	-9.7364	eV
lowest unoccupied orbital energy	1.495	eV
net charge	-1

XYZ file:
```
15
As2F12Rb (ωB97M-V with the def2-TZVPD basis set)
Rb -0.19848 2.32788 0.08990
As 1.95384 -0.03428 2.31757
F 2.15009 -1.72626 2.71450
F 1.06519 -0.38010 0.85106
F 1.69701 1.71502 1.99480
F 2.91545 0.41741 3.68797
F 3.39923 -0.04544 1.34063
F 0.47349 -0.05410 3.22677
As -1.93632 -0.33619 -2.32269
F -1.12328 -1.85174 -2.11041
F -2.12651 -0.23113 -0.59161
F -2.80593 1.17862 -2.49819
F -1.62779 -0.32929 -4.03817
F -3.41622 -1.22940 -2.52081
F -0.41977 0.57899 -2.14132
```

***

# 2
Below is a cluster of 2 separate species, C6H12O in total, with properties calculated with ωB97M-V with the def2-TZVPD basis set.

Output
total energy	-310.9700	Eh
SMILES string	CC[C@H]1[C@H]2C[C@@H]12.O
highest occupied orbital energy	-9.4840	eV
lowest unoccupied orbital energy	1.009	eV

XYZ file:
```
19
C6H12O (ωB97M-V with the def2-TZVPD basis set)
C 0.38929 -2.18768 -0.25428
C 0.28952 -1.11274 0.82823
C -0.77284 -0.04511 0.60243
C -0.72860 1.25861 1.32979
C 0.45852 1.88830 0.67089
C -0.61092 1.24845 -0.14991
H -0.57990 -2.67481 -0.41484
H 0.72459 -1.76647 -1.20872
H 1.10045 -2.96849 0.04238
H 1.27480 -0.65953 0.99065
H 0.01890 -1.57599 1.78449
H -1.77638 -0.46699 0.48950
H -1.50520 1.74019 1.90887
H 1.44499 1.42424 0.70722
H 0.48963 2.97643 0.66609
H -1.27717 1.71735 -0.86097
O 0.71102 0.42546 -2.55619
H 0.49597 0.53462 -1.61776
H -0.14668 0.24415 -2.95785
```